{"formula": "C9H11Cl2NO2V", "method": "ωB97M-V/def2-TZVPD", "species": ["C", "C", "C", "C", "C", "V", "N", "C", "C", "H", "H", "H", "H", "H", "H", "H", "H", "H", "H", "Cl", "C", "Cl", "C", "O", "O", "H"], "positions_angstrom": [[-0.55, 0.78, -2.34], [0.86, 0.90, -2.07], [1.03, 1.76, -0.90], [-0.28, 2.16, -0.45], [-1.27, 1.57, -1.34], [-0.24, -0.22, -0.39], [-1.86, -0.77, -0.51], [-0.20, -2.03, -1.00], [1.22, -1.52, -1.01], [1.97, 2.15, -0.53], [1.66, 0.50, -2.65], [-0.48, 2.91, 0.29], [-2.29, 1.79, -1.32], [-0.98, 0.29, -3.15], [1.67, -1.56, -2.02], [-0.41, -2.76, -0.17], [-2.68, -1.47, -0.22], [1.83, -2.05, -0.24], [-0.61, -2.22, -2.02], [1.01, -1.72, 3.95], [0.40, -0.06, 3.75], [1.62, 1.21, 3.98], [-0.24, 0.07, 2.32], [-1.40, 0.37, 2.24], [0.63, -0.18, 1.34], [-0.41, 0.10, 4.46]], "nbo_charge": [-0.314, -0.205, -0.255, -0.222, -0.190, 0.678, -0.492, -0.410, -0.547, 0.250, 0.242, 0.249, 0.240, 0.241, 0.215, 0.238, 0.409, 0.241, 0.233, -0.014, -0.293, -0.010, 0.754, -0.603, -0.673, 0.237], "homo_energy_ev": [-8.7, -8.8], "max_force_ev_per_a": 8.18, "gap_ev": [7.57, 7.80], "multiplicity": 2}

{"formula": "C4H5N4", "method": "ωB97M-V/def2-TZVPD", "species": ["C", "C", "C", "C", "N", "N", "N", "N", "H", "H", "H", "H", "H"], "positions_angstrom": [[-1.64, -0.14, 1.08], [0.71, -0.55, -1.64], [1.29, 0.59, -0.74], [0.07, 0.72, -1.42], [-2.06, 0.61, 2.09], [-0.88, -1.12, 1.40], [-1.54, -0.02, 3.11], [-0.86, -1.06, 2.70], [1.12, -0.64, -2.59], [0.27, -1.51, -1.24], [1.45, 0.42, 0.33], [2.25, 1.23, -1.01], [-0.18, 1.47, -2.07]], "nbo_charge": [0.319, -0.475, -0.471, -0.096, -0.462, -0.473, -0.179, -0.187, 0.184, 0.248, 0.248, 0.179, 0.165], "homo_energy_ev": [-4.8, -4.6], "max_force_ev_per_a": 4.10, "gap_ev": [8.33, 8.44], "charge": -1, "multiplicity": 1}

{"formula": "C3H4HoO3", "method": "ωB97M-V/def2-TZVPD", "species": ["O", "C", "O", "C", "C", "O", "Ho", "H", "H", "H", "H"], "positions_angstrom": [[-1.99, 1.82, 0.39], [-2.07, 0.87, -0.49], [-3.11, 0.42, -0.96], [1.80, -0.22, 0.20], [0.66, -1.05, 0.09], [-0.85, 0.41, -0.86], [0.10, 1.61, 0.85], [2.45, -0.37, 1.07], [2.29, 0.09, -0.73], [-0.31, -1.57, -0.01], [1.02, -2.02, 0.46]], "mulliken_spin": [-0.005, 0.000, -0.007, 0.029, -0.039, -0.009, 4.032, 0.000, -0.003, -0.001, 0.002], "homo_energy_ev": [-13.0, -13.0], "max_force_ev_per_a": 5.04, "gap_ev": [6.40, 6.58], "charge": 1, "multiplicity": 5}

{"formula": "C5H13N2", "method": "ωB97M-V/def2-TZVPD", "species": ["C", "C", "N", "C", "C", "C", "N", "H", "H", "H", "H", "H", "H", "H", "H", "H", "H", "H", "H", "H"], "positions_angstrom": [[0.19, -2.61, 0.06], [0.51, -1.11, -0.05], [1.39, -0.78, 1.14], [-0.74, -0.27, -0.09], [-0.44, 1.22, -0.03], [-0.73, 2.10, -1.01], [-0.76, 3.45, -0.93], [-0.83, -2.84, -0.25], [0.10, -2.93, 1.11], [0.94, -3.23, -0.42], [1.18, -1.03, -0.90], [1.85, 0.13, 1.05], [2.09, -1.50, 1.21], [0.82, -0.75, 1.98], [-1.25, -0.46, 0.86], [-1.40, -0.56, -0.90], [-0.33, 1.63, 0.97], [-0.89, 1.73, -2.01], [-0.57, 3.91, -0.06], [-1.12, 3.91, -1.74]], "nbo_charge": [-0.648, -0.036, -0.666, -0.434, -0.432, 0.089, -0.781, 0.256, 0.214, 0.238, 0.222, 0.450, 0.439, 0.435, 0.210, 0.254, 0.186, 0.195, 0.400, 0.409], "homo_energy_ev": -11.6, "max_force_ev_per_a": 2.20, "gap_ev": 8.28, "smiles": "C[C@H]([NH3+])C/C=C/N", "charge": 1, "multiplicity": 1}

{"formula": "C3H8InO", "method": "ωB97M-V/def2-TZVPD", "species": ["C", "O", "C", "C", "H", "H", "H", "H", "H", "H", "H", "H", "In"], "positions_angstrom": [[1.47, 1.32, 0.09], [0.49, 0.37, 0.44], [-0.12, -0.38, -0.62], [-1.21, -1.25, -0.03], [1.74, 1.82, 1.03], [2.32, 0.80, -0.38], [1.06, 2.06, -0.60], [0.69, -0.97, -1.09], [-0.50, 0.33, -1.37], [-2.08, -0.17, 0.91], [-1.08, -2.17, -0.64], [-2.23, -1.64, 0.14], [-0.55, -0.14, 2.12]], "nbo_charge": [-0.259, -0.655, -0.115, -0.636, 0.219, 0.210, 0.208, 0.230, 0.243, -0.026, 0.263, 0.322, 0.998], "homo_energy_ev": [-13.4, -12.7], "max_force_ev_per_a": 3.79, "gap_ev": [7.40, 6.21], "charge": 1, "multiplicity": 1}

{"formula": "C16H40IrN6O", "method": "ωB97M-V/def2-TZVPD", "species": ["Ir", "C", "C", "N", "C", "C", "N", "C", "C", "C", "N", "C", "C", "N", "C", "H", "H", "H", "H", "H", "H", "H", "H", "H", "H", "H", "H", "H", "H", "H", "H", "H", "H", "H", "H", "H", "H", "H", "H", "N", "C", "C", "C", "N", "H", "H", "H", "H", "H", "H", "H", "H", "H", "H", "C", "O", "C", "C", "H", "H", "H", "H", "H", "H"], "positions_angstrom": [[0.26, -0.01, -0.43], [-1.84, 2.89, -1.57], [-1.54, 3.16, -0.10], [-0.22, 2.67, 0.32], [0.17, 3.03, 1.68], [-0.58, 2.20, 2.71], [-0.50, 0.77, 2.39], [-0.12, -0.08, 3.53], [-0.03, -1.54, 3.11], [-1.24, -2.02, 2.31], [-1.19, -1.65, 0.86], [-2.54, -1.51, 0.28], [-2.51, -0.83, -1.07], [-1.74, 0.43, -0.94], [-2.05, 1.42, -2.01], [-1.05, 3.34, -2.16], [-2.75, 3.44, -1.82], [-2.31, 2.73, 0.56], [-1.62, 4.25, 0.06], [0.46, 3.04, -0.33], [0.01, 4.09, 1.89], [1.24, 2.84, 1.77], [-1.62, 2.52, 2.77], [-0.15, 2.40, 3.70], [-1.43, 0.47, 2.12], [-0.84, 0.02, 4.35], [0.84, 0.26, 3.92], [0.08, -2.15, 4.00], [0.87, -1.72, 2.51], [-2.15, -1.60, 2.73], [-1.34, -3.11, 2.40], [-0.72, -2.41, 0.38], [-3.11, -0.87, 0.97], [-3.09, -2.45, 0.22], [-3.53, -0.62, -1.38], [-2.04, -1.44, -1.85], [-2.10, 0.87, -0.10], [-3.10, 1.28, -2.28], [-1.46, 1.17, -2.89], [2.16, -0.40, 0.49], [2.91, -1.71, 0.57], [2.16, -3.04, 0.54], [1.63, -3.56, -0.79], [0.33, -2.96, -1.16], [2.81, 0.27, 0.09], [2.02, -0.06, 1.44], [3.46, -1.68, 1.51], [3.67, -1.69, -0.22], [1.35, -3.05, 1.28], [2.88, -3.77, 0.91], [1.52, -4.65, -0.72], [2.35, -3.38, -1.59], [-0.41, -3.59, -0.89], [0.25, -2.91, -2.17], [1.37, 2.31, -3.75], [0.88, 1.83, -2.47], [1.15, 0.64, -1.98], [2.21, -0.13, -2.72], [1.28, 1.54, -4.51], [2.40, 2.65, -3.66], [0.73, 3.16, -3.99], [2.93, 0.50, -3.24], [1.75, -0.78, -3.47], [2.75, -0.78, -2.04]], "nbo_charge": [0.911, -0.427, -0.233, -0.625, -0.225, -0.242, -0.663, -0.220, -0.407, -0.237, -0.690, -0.240, -0.229, -0.601, -0.211, 0.219, 0.246, 0.180, 0.219, 0.382, 0.205, 0.199, 0.197, 0.222, 0.350, 0.193, 0.205, 0.247, 0.183, 0.204, 0.214, 0.410, 0.198, 0.224, 0.224, 0.213, 0.393, 0.210, 0.210, -0.799, -0.225, -0.433, -0.227, -0.860, 0.400, 0.408, 0.223, 0.210, 0.206, 0.253, 0.214, 0.203, 0.368, 0.388, -0.276, -0.494, 0.391, -0.763, 0.207, 0.215, 0.227, 0.252, 0.271, 0.236], "homo_energy_ev": [-14.1, -14.4], "max_force_ev_per_a": 0.68, "gap_ev": [8.55, 8.26], "charge": 2, "multiplicity": 2}